# C6H11N

One molecule with the formula C6H11N (ωB97M-V/def2-TZVPD, the OMol25 dataset).

Last column: natural (NBO) charge in e.
Element x y z (Å)
1 N -0.04 -0.07 2.58  -0.826
2 C -0.01 1.31 0.04  -0.209
3 C -0.43 -0.99 -1.08  -0.415
4 C -0.33 -0.71 1.35  0.021
5 C -0.13 1.98 -1.10  -0.395
6 C -0.33 -0.12 0.15  -0.117
7 C 0.91 -1.22 -1.77  -0.603
8 H -0.44 1.42 -1.98  0.187
9 H -1.20 -0.68 -1.79  0.203
10 H -0.78 -1.95 -0.71  0.205
11 H -0.61 -1.76 1.42  0.180
12 H 1.48 -0.31 -1.90  0.211
13 H -0.01 3.05 -1.21  0.201
14 H -0.06 -0.72 3.34  0.373
15 H 0.20 1.82 0.97  0.202
16 H 0.74 -1.70 -2.74  0.206
17 H 1.53 -1.88 -1.17  0.203
18 H 0.85 0.42 2.54  0.373

## Properties
Energy relative to the best compared isomer or geometry (same formula, charge and spin) in kcal/mol: 25.4
LUMO in Ha: 0.03732
F_max in eV/Å: 0.9
E in eV: -7889.43078
Highest occupied orbital energy in eV: -7.80
SMILES: C=C/C(=C\N)CC

=====

# C6H11N

A 2-piece molecular cluster, C6H11N overall in a non-equilibrium geometry (ωB97M-V/def2-TZVPD, the OMol25 dataset).

Last column: natural (NBO) charge in e.
Element x y z (Å)
1 N 0.84 1.57 2.61  -0.855
2 C 0.07 -0.43 -0.90  0.074
3 C 0.75 -1.44 -0.01  -0.653
4 C -0.13 1.28 1.72  0.154
5 C -1.27 1.21 1.28  -0.317
6 C -1.15 -1.08 -1.63  -0.653
7 C 0.70 0.58 -1.51  -0.431
8 H -0.76 -1.95 -2.17  0.209
9 H 0.57 1.55 3.58  0.398
10 H 1.51 -0.93 0.60  0.218
11 H -1.91 -1.45 -0.95  0.211
12 H -2.19 1.22 0.77  0.234
13 H -1.58 -0.42 -2.38  0.209
14 H 0.39 0.95 -2.47  0.189
15 H 1.53 2.27 2.34  0.396
16 H 1.40 1.22 -0.99  0.189
17 H 0.03 -1.90 0.66  0.208
18 H 1.21 -2.25 -0.57  0.219

## Properties
Energy relative to the best compared isomer or geometry (same formula, charge and spin) in kcal/mol: 85.8
LUMO in Ha: 0.03073
F_max in eV/Å: 3.4
E in eV: -7886.81244
Highest occupied orbital energy in eV: -8.26
SMILES: C=C(C)C.C#CN

=====

Sequential orbital gap output: 8.8179 9.0958 eV